The following is a DFT calculation (wB97M-V/def2-TZVPD) of C12H16CsF2N5OS as an isolated structure.

Atoms and positions in Å:
Cs 0.19 1.71 -0.35
C -0.91 -1.08 5.34
N -1.71 -1.37 4.17
C -2.92 -2.04 4.16
C -3.32 -2.13 2.88
N -2.35 -1.51 2.11
C -1.34 -1.04 2.90
S 0.09 -0.28 2.49
C -2.47 -1.37 0.69
C -2.67 -2.52 -0.06
C -2.88 -2.37 -1.42
C -2.88 -1.09 -1.96
C -2.65 -0.01 -1.11
N -2.44 -0.15 0.20
H -1.40 -1.52 6.21
H -0.82 0.00 5.48
H 0.08 -1.50 5.22
H -3.40 -2.38 5.06
H -4.21 -2.55 2.44
H -2.65 -3.49 0.41
H -3.05 -3.23 -2.05
H -3.04 -0.91 -3.01
H -2.63 1.00 -1.51
F -1.66 2.06 -3.10
C -1.27 3.28 -2.37
F 0.09 3.45 -2.89
H -1.79 4.04 -2.97
C 6.27 1.23 -2.47
N 5.06 1.13 -1.68
C 3.82 1.54 -2.09
N 3.77 2.26 -3.24
O 2.81 1.29 -1.45
H 7.08 0.76 -1.92
H 6.55 2.27 -2.63
H 6.17 0.73 -3.44
H 5.03 0.50 -0.90
H 4.58 2.64 -3.68
H 2.87 2.67 -3.46

## Properties
* lowest unoccupied orbital energy: 0.26 eV
* total energy: -1433.94405 Ha
* E_HOMO: -5.969 eV

=====

The following is a DFT calculation (wB97M-V/def2-TZVPD) of C15H13N2NiO9P2S as an isolated structure.

Atoms and positions in Å:
Ni 0.12 1.43 1.31
O 0.44 2.81 -1.71
S -0.35 1.63 -1.90
O -1.62 1.75 -2.58
N -0.57 0.92 -0.45
C -1.51 -0.10 -0.36
C -2.07 -0.86 -1.37
C -3.03 -1.84 -1.09
C -3.47 -2.09 0.18
C -2.94 -1.33 1.25
C -3.33 -1.46 2.59
C -2.77 -0.67 3.55
C -1.78 0.25 3.19
N -1.38 0.38 1.94
C -1.95 -0.37 0.96
C 0.62 0.48 -2.86
C 0.15 0.08 -4.11
C 0.93 -0.79 -4.87
C 2.14 -1.24 -4.37
C 2.60 -0.82 -3.13
C 1.84 0.05 -2.37
H -1.80 -0.69 -2.40
H -3.43 -2.41 -1.92
H -4.22 -2.84 0.39
H -4.09 -2.20 2.85
H -3.06 -0.74 4.59
H -1.27 0.88 3.91
H -0.80 0.45 -4.46
H 0.57 -1.11 -5.84
H 2.74 -1.92 -4.97
H 3.55 -1.16 -2.75
H 2.22 0.40 -1.41
O 1.08 -0.34 4.19
P 1.75 1.04 3.67
O 2.73 1.54 4.64
O 0.57 1.87 3.16
O 2.47 0.52 2.31
P 2.97 1.51 1.11
O 3.97 2.53 1.82
O 3.68 0.68 0.12
O 1.72 2.31 0.77
H 1.71 -0.78 4.77
H 4.88 2.26 1.64

## Properties
* lowest unoccupied orbital energy (alpha / beta): 2.15 / 2.15 eV
* total energy: -3955.73552 Ha
* E_HOMO (alpha / beta): -5.530 / -5.521 eV
* net charge: -1

=====

The following is a DFT calculation (wB97M-V/def2-TZVPD) of one molecule with the formula C3H4P2 at a distorted geometry.

Atoms and positions in Å:
C 0.33 1.10 -1.18
C 1.23 0.32 -0.52
C -0.35 0.65 0.07
P -1.36 -0.85 -0.15
P 1.09 0.83 1.27
H -0.29 1.00 -2.11
H -0.07 -1.36 -0.47
H -1.45 -1.30 1.18
H 0.87 -0.39 1.90

## Properties
* lowest unoccupied orbital energy: 0.03 eV
* total energy: -799.20564 Ha
* E_HOMO: -8.733 eV
* SMILES: P[C@@]12C=C1P2

=====

The following is a DFT calculation (wB97M-V/def2-TZVPD) of one molecule with the formula C4H6O4 at a distorted geometry.

Atoms and positions in Å:
C -1.05 0.52 -0.64
C 0.68 -0.49 0.47
C -1.44 -0.70 -0.09
C 1.33 0.31 1.35
O -1.11 1.63 0.16
O -1.17 0.77 -1.98
O 1.32 -1.24 -0.48
O -0.61 -1.10 0.88
H -0.88 -0.02 -2.46
H -0.37 2.20 -0.11
H 2.18 -1.52 -0.12
H -2.06 -1.47 -0.52
H 2.41 0.36 1.36
H 0.79 0.75 2.18

## Properties
* lowest unoccupied orbital energy: 0.26 eV
* total energy: -456.83461 Ha
* E_HOMO: -7.692 eV
* SMILES: C=C(O)OC=C(O)O

=====

The following is a DFT calculation (wB97M-V/def2-TZVPD) of an isolated ion of composition C6H10N4O2P and charge -1 at a distorted geometry.

Atoms and positions in Å:
C 1.18 -2.67 0.17
C 1.24 -0.41 1.17
C -0.74 -0.51 -0.21
C -1.02 -0.74 -1.71
C -1.60 -0.88 0.78
C 0.94 1.12 -0.71
N 0.86 -3.45 -0.61
N 1.76 0.18 2.12
N 0.50 0.07 0.09
N 1.20 -1.83 1.18
O 0.27 2.41 2.32
O 2.68 2.66 1.57
P 1.68 1.88 2.36
H -1.56 0.12 -2.15
H -1.60 -1.74 -1.96
H -0.11 -0.60 -2.32
H -1.20 -0.39 1.66
H -2.55 -1.40 0.77
H 2.09 1.85 3.76
H 1.84 1.70 -0.39
H 1.09 0.86 -1.85
H 0.23 1.95 -0.93
H 1.63 -2.23 2.00

## Properties
* lowest unoccupied orbital energy: 3.33 eV
* total energy: -945.54966 Ha
* E_HOMO: -5.008 eV
* net charge: -1
* SMILES: C=C(C)N(C)/C(=N\[P@H](=O)[O-])NC#N

=====

The following is a DFT calculation (wB97M-V/def2-TZVPD) of a 13-piece molecular cluster, C2H29O13 overall at a distorted geometry.

Atoms and positions in Å:
C -0.17 0.89 -1.05
C -0.86 1.06 0.35
O -1.46 -0.12 0.77
H 0.10 1.79 -1.53
H -0.77 0.23 -1.73
H 0.69 0.27 -0.85
H -1.59 1.91 0.40
H -0.16 1.35 1.17
O 3.00 1.45 -2.30
H 2.47 0.91 -2.87
H 2.37 2.01 -1.92
O 3.24 -0.12 -0.04
H 2.35 -0.20 0.26
H 3.06 0.29 -0.93
O -1.21 -1.58 3.15
H -1.59 -1.47 2.32
H -1.75 -1.00 3.72
O 1.56 -1.00 -3.74
H 2.02 -1.07 -4.58
H 0.64 -0.78 -3.98
O -2.29 -1.97 -0.86
H -1.91 -1.29 -0.28
H -3.27 -1.99 -0.82
O -1.14 -1.53 -3.75
H -1.99 -1.76 -4.11
H -1.44 -1.33 -2.88
O -1.37 2.00 3.14
H -0.48 1.66 3.28
H -1.65 1.60 2.29
O 2.14 3.21 0.15
H 2.20 2.77 0.99
H 1.92 4.12 0.45
O -3.95 -0.67 1.67
H -3.15 -0.35 1.23
H -3.89 -0.32 2.52
O 1.20 -2.45 -1.30
H 1.05 -1.95 -2.07
H 1.19 -1.88 -0.52
O 0.93 -1.29 1.13
H 0.81 -2.18 1.46
H 0.08 -0.83 1.06
O 0.86 0.56 3.88
H 0.67 -0.04 3.14
H 1.58 1.11 3.60

## Properties
* lowest unoccupied orbital energy: 2.63 eV
* total energy: -1071.77411 Ha
* E_HOMO: -5.716 eV
* net charge: -1

=====

The following is a DFT calculation (wB97M-V/def2-TZVPD) of one molecule with the formula C2H2S5 at a distorted geometry.

Atoms and positions in Å:
C -0.62 0.34 -0.67
C 0.74 0.30 0.54
S -0.38 1.09 -2.09
S 2.03 -0.35 -0.49
S 1.85 1.09 -1.89
S -2.22 0.26 -0.01
S 0.25 -0.49 2.04
H -1.93 -0.60 0.97
H 0.28 -1.65 1.59

## Properties
* lowest unoccupied orbital energy (alpha / beta): -0.83 / -0.83 eV
* total energy: -2068.21932 Ha
* E_HOMO (alpha / beta): -7.711 / -7.714 eV
* SMILES: SC1=C(S)SSS1